Here is a single C18H17Cl2N5OS molecule at a distorted geometry from the Open Molecules 2025 dataset. Energies are from wB97M-V/def2-TZVPD.

Geometry as XYZ:
```
44
C18H17Cl2N5OS, DFT wB97M-V/def2-TZVPD
Cl -6.056 -0.931 1.405
Cl -2.427 2.065 -1.235
S 0.038 -2.574 0.702
O 0.972 -1.082 -2.337
N 1.779 -0.524 1.227
N 3.694 -1.393 0.631
N 2.749 -2.313 0.404
N -2.638 -1.798 -0.369
N -1.012 -0.543 -1.487
C 3.822 0.908 1.549
C 3.129 -0.328 1.128
C 0.959 2.816 -1.245
C -2.209 -0.630 -0.821
C 1.115 1.668 -0.484
C 0.773 0.391 1.684
C 0.634 1.622 0.817
C -0.009 2.737 1.341
C -4.167 0.461 0.062
C 0.323 3.924 -0.716
C 0.004 -1.453 -1.718
C -0.166 3.881 0.580
C -2.974 0.540 -0.624
C -3.779 -1.886 0.288
C 1.605 -1.799 0.752
C 0.908 -3.799 -1.647
C -4.579 -0.783 0.536
C -0.128 -2.828 -1.120
H 4.889 0.773 1.403
H 1.341 2.837 -2.255
H 0.204 4.818 -1.311
H 1.004 0.694 2.712
H 0.758 -4.779 -1.202
H -0.390 2.706 2.352
H 3.480 1.760 0.963
H 3.623 1.114 2.601
H -4.050 -2.876 0.624
H -1.149 -3.197 -1.221
H -0.178 -0.158 1.701
H 1.618 0.816 -0.918
H -0.801 0.384 -1.849
H 1.910 -3.450 -1.403
H -4.767 1.341 0.228
H -0.667 4.740 0.999
H 0.817 -3.876 -2.728
```

Calculated values
LUMO level	0.223	eV
orbital gap	0.332	Eh
total energy	-2363.75491	hartree
SMILES	Cc1nnc(S[C@H](C)C(=O)Nc2ncc(Cl)cc2Cl)n1Cc1ccccc1

Here is a single C18H17ClN2O4 molecule at a distorted geometry from the Open Molecules 2025 dataset. Energies are from wB97M-V/def2-TZVPD.

Geometry as XYZ:
```
42
C18H17ClN2O4, DFT wB97M-V/def2-TZVPD
Cl 1.395 1.218 -1.814
O 5.968 -0.828 1.861
O 5.226 -1.952 0.190
O -1.627 -1.612 2.226
O 3.019 -1.142 -0.758
N -2.217 0.073 0.845
N 5.297 -0.949 0.858
C -4.643 1.133 -0.254
C -3.519 0.610 -1.145
C -0.908 -2.459 -0.810
C 1.321 -2.478 -1.704
C 0.020 -2.947 -1.714
C -1.509 -1.031 1.164
C -4.621 0.407 1.089
C 4.545 0.214 0.444
C 1.694 -1.520 -0.770
C 2.747 1.271 -0.734
C 0.778 -1.044 0.159
C -3.248 0.556 1.740
C 4.319 2.602 0.508
C 4.994 1.457 0.875
C -2.176 0.754 -0.426
C 3.200 2.505 -0.304
C 3.395 0.082 -0.355
C -0.530 -1.504 0.125
H -1.923 -2.825 -0.818
H -4.507 2.205 -0.090
H -1.369 0.347 -1.036
H -5.607 0.989 -0.745
H -3.488 1.159 -2.087
H 1.079 -0.322 0.905
H -0.272 -3.694 -2.436
H 2.677 3.392 -0.624
H 2.059 -2.843 -2.400
H -3.053 1.610 1.968
H 4.665 3.569 0.837
H -3.184 -0.028 2.660
H -4.828 -0.654 0.935
H -5.386 0.810 1.754
H -1.973 1.817 -0.243
H 5.877 1.494 1.494
H -3.690 -0.445 -1.370
```

Calculated values
LUMO level	-0.525	eV
orbital gap	0.311	Eh
total energy	-1566.69681	hartree
energy above the lowest of the compared OMol25 structures with the same formula, charge and spin	468.9	kJ/mol
SMILES	O=C(c1cccc(Oc2c(Cl)cccc2[N+](=O)[O-])c1)N1CCCCC1

Here is a single C18H17F4NO3 molecule from the Open Molecules 2025 dataset. Energies are from wB97M-V/def2-TZVPD.

Geometry as XYZ:
```
43
C18H17F4NO3, DFT wB97M-V/def2-TZVPD
F -3.520 5.603 -0.657
F -1.910 5.777 0.779
F -2.320 3.139 1.551
F -3.966 2.991 0.159
O -1.206 2.034 -0.714
O 0.408 -4.816 -2.571
O 4.469 -1.266 2.907
N 2.010 -4.147 -1.155
C 2.579 -3.410 -0.108
C 4.561 -2.579 0.975
C -1.772 3.299 -0.778
C 0.102 -2.688 -1.560
C 0.060 -0.288 -1.453
C 0.822 -3.971 -1.801
C -1.272 -2.712 -1.346
C 3.784 -1.959 1.956
C 1.809 -2.825 0.889
C -1.305 -0.313 -1.199
C 0.761 -1.465 -1.629
C -2.765 3.605 0.361
C 2.402 -2.098 1.906
C 3.967 -3.293 -0.041
C 3.739 -0.614 3.918
C -2.087 0.959 -1.001
C -3.050 5.116 0.508
C -1.966 -1.534 -1.152
H 4.578 -3.764 -0.796
H -2.658 1.184 -1.916
H 5.633 -2.481 1.032
H -2.806 0.818 -0.183
H -0.942 4.005 -0.694
H -1.782 -3.663 -1.323
H 1.822 -1.433 -1.829
H 3.172 -1.325 4.527
H -2.312 3.467 -1.723
H 4.481 -0.119 4.543
H 3.058 0.135 3.504
H -3.782 5.318 1.303
H 1.770 -1.652 2.657
H 2.540 -4.949 -1.476
H 0.736 -2.939 0.879
H 0.568 0.662 -1.501
H -3.031 -1.560 -0.969
```

Calculated values
LUMO level	0.638	eV
orbital gap	0.320	Eh
total energy	-1376.05822	hartree
energy above the lowest of the compared OMol25 structures with the same formula, charge and spin	16.2	kJ/mol
SMILES	COc1ccc(NC(=O)c2ccc(COCC(F)(F)C(F)F)cc2)cc1

Here is a molecular structure, C18H17N2O4Ta at a distorted geometry from the Open Molecules 2025 dataset. Energies are from wB97M-V/def2-TZVPD.

Geometry as XYZ:
```
42
C18H17N2O4Ta, DFT wB97M-V/def2-TZVPD
Ta -0.078 -0.356 -0.454
O -1.546 -1.494 -0.761
O 1.455 -1.794 2.181
O 0.604 -2.921 0.464
O 1.698 -0.601 -1.141
N -1.551 0.708 0.681
N 0.638 1.668 -0.294
C -4.826 -1.019 0.775
C 5.165 1.430 -2.046
C -0.358 2.670 0.108
C 4.145 2.085 -1.398
C -1.160 2.031 1.193
C -4.755 -3.130 -0.363
C 2.828 0.037 -1.489
C 1.857 2.110 -0.538
C -2.815 0.368 0.865
C -3.488 -0.783 0.394
C 2.946 1.401 -1.106
C 1.539 -0.493 2.778
C -3.439 -2.930 -0.762
C 0.761 -1.908 1.071
C 3.849 -0.619 -2.145
C -2.829 -1.745 -0.410
C -5.450 -2.181 0.391
C 5.011 0.092 -2.419
H -0.552 1.897 2.090
H -5.346 -0.287 1.380
H 2.035 3.167 -0.344
H 1.740 0.272 2.018
H -6.474 -2.368 0.680
H 3.735 -1.656 -2.428
H -0.993 2.889 -0.754
H 2.378 -0.530 3.466
H 6.085 1.950 -2.274
H 4.248 3.127 -1.120
H -2.031 2.631 1.453
H -2.904 -3.661 -1.353
H -3.426 1.072 1.427
H 5.820 -0.412 -2.932
H 0.108 3.599 0.435
H 0.624 -0.270 3.326
H -5.251 -4.049 -0.645
```

Calculated values
LUMO level	-8.635	eV
total charge	+2
orbital gap	0.250	Eh
total energy	-1163.10966	hartree
energy above the lowest of the compared OMol25 structures with the same formula, charge and spin	71.1	kJ/mol

Here is a single C18H17N3O2S molecule at a distorted geometry from the Open Molecules 2025 dataset. Energies are from wB97M-V/def2-TZVPD.

Geometry as XYZ:
```
41
C18H17N3O2S, DFT wB97M-V/def2-TZVPD
S 2.085 2.345 -2.932
O 1.261 2.425 0.971
O -3.818 -5.085 3.107
N 0.705 0.936 -0.676
N -2.271 -3.067 1.869
N 2.634 3.932 -0.959
C 2.015 2.846 -1.216
C -2.618 -4.630 3.684
C -0.563 -1.094 -0.722
C -0.287 0.025 1.377
C -1.568 -2.031 1.267
C -1.305 -2.076 -0.107
C -3.514 -3.528 1.279
C 3.577 4.194 -4.447
C -3.763 -4.975 1.705
C 1.293 2.059 -0.185
C -0.042 -0.027 0.010
C 4.306 5.366 -4.440
C 4.497 6.092 -3.264
C 3.037 3.758 -3.249
C 3.963 5.665 -2.069
C 3.222 4.485 -2.048
C -2.317 -3.173 3.312
C -1.039 -0.958 1.989
H -0.373 -1.156 -1.785
H -1.782 -5.263 3.349
H -1.670 -2.901 -0.700
H -1.224 -0.868 3.048
H 4.100 6.214 -1.151
H -2.958 -5.615 1.311
H -3.470 -3.463 0.194
H -3.095 -2.522 3.742
H -1.347 -2.903 3.730
H 0.807 0.752 -1.666
H -4.725 -5.329 1.330
H 4.737 5.726 -5.362
H 3.428 3.631 -5.355
H -2.739 -4.731 4.763
H 5.073 7.004 -3.296
H -4.354 -2.908 1.634
H 0.104 0.844 1.957
```

Calculated values
LUMO level	-0.157	eV
orbital gap	0.274	Eh
total energy	-1409.06922	hartree
energy above the lowest of the compared OMol25 structures with the same formula, charge and spin	181.0	kJ/mol
SMILES	O=C(Nc1ccc(N2CCOCC2)cc1)c1nc2ccccc2s1

Here is a single C18H17N3O5 molecule at a distorted geometry from the Open Molecules 2025 dataset. Energies are from wB97M-V/def2-TZVPD.

Geometry as XYZ:
```
43
C18H17N3O5, DFT wB97M-V/def2-TZVPD
O -0.900 1.959 1.268
O 0.552 -0.222 -1.153
O 6.148 -2.825 -0.699
O -3.719 0.908 -0.534
O 7.899 -1.853 0.074
N 1.857 -0.485 -0.904
N 6.722 -1.875 -0.218
N -1.413 -0.148 0.609
C 4.608 -0.657 -0.299
C -0.772 1.020 0.511
C -5.886 -2.066 -0.440
C 5.839 1.573 0.821
C -5.385 -0.841 -0.849
C 4.492 1.611 0.497
C 2.454 0.528 -0.408
C 0.212 1.094 -0.675
C -4.286 -0.286 -0.206
C -2.490 -0.380 1.549
C 6.581 0.431 0.589
C -4.202 -2.199 1.249
C 3.862 0.499 -0.065
C -3.686 -0.976 0.861
C -5.301 -2.749 0.609
C 1.544 1.725 -0.253
C -4.301 1.680 -1.555
C 5.952 -0.676 0.029
H -5.859 -0.328 -1.671
H -6.741 -2.484 -0.950
H 3.926 2.510 0.685
H 6.310 2.441 1.256
H 1.858 2.544 -0.902
H -5.341 1.932 -1.326
H -2.149 -1.046 2.349
H -4.254 1.169 -2.522
H 7.631 0.377 0.832
H -3.738 -2.727 2.070
H -2.734 0.598 1.978
H -3.712 2.595 -1.600
H -0.288 1.626 -1.490
H -1.223 -0.861 -0.080
H 1.486 2.090 0.774
H 4.136 -1.524 -0.733
H -5.692 -3.702 0.926
```

Calculated values
LUMO level	-0.541	eV
orbital gap	0.302	Eh
total energy	-1236.46331	hartree
energy above the lowest of the compared OMol25 structures with the same formula, charge and spin	484.3	kJ/mol
SMILES	COc1ccccc1CNC(=O)[C@H]1CC(c2cccc([N+](=O)[O-])c2)=NO1

Here is 2 unconnected molecules or ions with the total composition C18H17N4O7 at a distorted geometry from the Open Molecules 2025 dataset. Energies are from wB97M-V/def2-TZVPD.

Geometry as XYZ:
```
46
C18H17N4O7, DFT wB97M-V/def2-TZVPD
O 2.644 1.995 3.860
O -0.728 2.153 -0.979
O -2.290 -0.292 4.337
O 1.367 2.110 -0.199
O 0.587 -0.135 -3.996
O -0.587 1.644 -3.261
O -2.470 -1.062 2.179
N 0.467 1.807 4.421
N -1.923 -0.268 2.914
N -1.578 0.673 5.032
N 1.356 0.805 2.408
C -0.081 -3.696 0.200
C 3.720 1.578 2.989
C -0.146 -3.922 -2.214
C 1.647 -0.674 -1.362
C 0.734 -2.563 0.070
C -0.682 1.200 4.134
C 1.016 -2.054 -1.201
C 0.250 0.542 -3.044
C -2.440 0.678 -2.012
C -2.276 3.147 -2.459
C 0.160 0.503 1.918
C -0.514 -4.373 -0.946
C 0.526 1.573 -0.906
C 0.651 0.346 -1.663
C -0.937 0.665 2.792
C 0.595 -2.742 -2.338
C 1.439 1.527 3.534
C -1.497 1.864 -2.171
H 2.322 -0.702 -2.233
H -1.591 3.978 -2.636
H -3.103 0.849 -1.158
H 4.546 2.235 3.240
H -3.036 0.589 -2.932
H 1.152 -2.073 0.950
H -0.048 0.110 0.914
H 0.848 -2.337 -3.318
H -1.877 -0.251 -1.869
H -2.882 3.010 -3.355
H -1.169 -5.239 -0.845
H 2.140 -0.336 -0.447
H -0.371 -4.025 1.199
H -0.446 -4.464 -3.112
H -2.918 3.376 -1.612
H 3.440 1.708 1.937
H 3.986 0.543 3.237
```

Calculated values
LUMO level	1.184	eV
total charge	-1
orbital gap	0.193	Eh
total energy	-1441.72260	hartree
energy above the lowest of the compared OMol25 structures with the same formula, charge and spin	771.3	kJ/mol

Here is a molecular structure, C18H18BF4OZn at a distorted geometry from the Open Molecules 2025 dataset. Energies are from wB97M-V/def2-TZVPD.

Geometry as XYZ:
```
43
C18H18BF4OZn, DFT wB97M-V/def2-TZVPD
Zn 0.117 0.074 2.266
F 0.768 0.141 4.781
F -0.988 0.952 6.092
F 0.933 0.049 7.101
F -0.564 -1.345 5.973
O -0.399 -0.391 -1.648
C 0.314 2.202 3.101
C 1.213 -0.162 -6.131
C -0.098 -0.350 -4.039
C 0.727 -0.934 -5.056
C 0.898 -1.930 2.962
C -0.881 -2.001 1.467
C 0.073 1.792 -5.203
C -0.516 -1.161 -2.843
C -1.771 -0.909 -2.063
C 1.442 -2.054 1.644
C 0.295 1.943 0.801
C 0.348 -2.052 0.735
C -0.459 1.010 -4.167
C 0.856 1.197 -6.203
C 1.147 2.108 1.920
C -0.552 -1.909 2.872
C -1.037 2.040 2.714
C -1.069 1.925 1.277
B 0.015 -0.051 6.034
H 2.230 2.288 1.911
H 1.449 -2.006 3.890
H -1.233 -1.931 3.690
H 0.015 -2.106 -2.660
H -0.159 2.862 -5.173
H 1.182 1.820 -7.030
H -0.986 1.482 -3.315
H -1.979 1.869 0.671
H 2.488 -2.239 1.403
H -1.904 -2.089 1.084
H 1.086 -1.962 -4.877
H 0.453 -2.113 -0.337
H -1.904 2.087 3.357
H -2.480 -0.256 -2.569
H 0.612 1.947 -0.244
H 0.653 2.446 4.106
H 1.855 -0.603 -6.905
H -2.192 -1.683 -1.388
```

Calculated values
LUMO level	2.400	eV
total charge	-1
orbital gap	0.256	Eh
total energy	-2975.77658	hartree
energy above the lowest of the compared OMol25 structures with the same formula, charge and spin	0.0	kJ/mol

Here is a single C18H18BIN2O4S molecule at a distorted geometry from the Open Molecules 2025 dataset. Energies are from wB97M-V/def2-TZVPD.

Geometry as XYZ:
```
45
C18H18BIN2O4S, DFT wB97M-V/def2-TZVPD
I -0.236 4.172 -2.906
S -0.857 -3.158 -1.422
O -0.206 -4.291 -2.238
O -1.781 1.827 1.471
O -2.164 -2.543 -1.742
O -3.775 0.973 2.524
N 2.026 2.724 -0.947
N -0.906 -3.752 0.151
C 2.401 -0.071 -0.456
C 1.090 1.771 -1.473
C -0.945 1.284 -2.679
C 1.522 3.566 0.159
C 0.010 2.209 -2.252
C -1.533 -1.142 3.336
C -1.710 -1.601 1.038
C 2.537 -1.390 -0.127
C -0.835 -0.053 -2.340
C -1.141 -2.456 3.562
C 1.285 0.371 -1.191
C 2.980 3.324 -1.877
C -1.182 -2.882 1.224
C 1.551 -2.318 -0.486
C -1.869 -0.723 2.072
C -0.941 -3.339 2.521
C 0.267 -0.538 -1.576
C 0.430 -1.880 -1.161
B -2.511 0.752 1.989
H 2.138 3.426 1.060
H 1.557 4.630 -0.127
H 3.386 -1.713 0.472
H -1.548 -0.764 -2.684
H -1.744 1.617 -3.306
H 0.472 3.366 0.375
H 2.918 2.823 -2.850
H -0.906 -2.728 4.572
H -4.308 1.807 2.514
H 2.784 4.382 -1.983
H 3.996 3.191 -1.567
H 3.142 0.638 -0.179
H -1.654 -0.465 4.179
H -1.894 -1.286 0.001
H -0.506 -4.666 0.232
H 1.624 -3.362 -0.206
H -0.679 -4.354 2.661
H -2.286 2.625 1.659
```

Calculated values
LUMO level	-0.214	eV
orbital gap	0.301	Eh
total energy	-1827.97625	hartree
energy above the lowest of the compared OMol25 structures with the same formula, charge and spin	2.3	kJ/mol
SMILES	CN(C)c1c(I)ccc2c(S(=O)(=O)Nc3cccc(B(O)O)c3)cccc12

Here is a molecular structure, C18H18Br2N4ORh from the Open Molecules 2025 dataset. Energies are from wB97M-V/def2-TZVPD.

Geometry as XYZ:
```
44
C18H18Br2N4ORh, DFT wB97M-V/def2-TZVPD
Rh -0.353 -0.345 -0.137
Br -0.632 -2.675 0.769
Br -2.383 -1.392 -1.510
O -0.550 1.386 -1.140
N 1.237 2.734 -0.725
N 1.165 -0.002 1.018
N -1.350 0.504 1.443
N 1.159 -0.961 -1.409
C 3.426 -1.731 -2.791
C 2.188 -1.751 -3.405
C -2.647 0.796 1.534
C 2.376 -0.404 0.587
C 0.102 2.457 -1.334
C -2.352 1.695 3.723
C -2.127 -3.003 -0.453
C 1.072 -1.359 -2.678
C 3.522 -1.300 -1.470
C -0.516 0.812 2.475
C 2.379 -0.915 -0.803
C 3.231 0.214 2.729
C -0.993 1.403 3.625
C 1.961 0.604 3.140
C -0.470 3.436 -2.301
C 3.451 -0.294 1.453
C -3.186 1.395 2.663
C 0.909 0.480 2.248
H 4.485 -1.265 -0.980
H -1.459 3.736 -1.952
H 0.087 -1.364 -3.121
H 1.802 0.984 4.139
H 0.156 4.318 -2.415
H -3.014 -3.191 0.141
H -4.244 1.616 2.697
H -3.262 0.545 0.680
H -1.854 -3.825 -1.106
H -0.325 1.644 4.440
H -0.596 2.949 -3.268
H 4.442 -0.606 1.153
H 2.071 -2.065 -4.432
H 1.712 3.606 -0.910
H 4.313 -2.040 -3.328
H 4.063 0.299 3.418
H -2.744 2.157 4.620
H 1.642 2.112 -0.045
```

Calculated values
LUMO level	-10.616	eV
total charge	+3
orbital gap	0.289	Eh
total energy	-6248.67152	hartree
energy above the lowest of the compared OMol25 structures with the same formula, charge and spin	0.0	kJ/mol

Here is a molecular structure, C18H18Cl3IrN2O7S3Se at a distorted geometry from the Open Molecules 2025 dataset. Energies are from wB97M-V/def2-TZVPD.

Geometry as XYZ:
```
53
C18H18Cl3IrN2O7S3Se, DFT wB97M-V/def2-TZVPD
Ir -0.236 -0.386 -0.673
Se -2.422 -1.863 -2.790
Cl 1.201 -0.113 -3.056
Cl 6.200 1.777 -3.178
Cl 3.544 1.850 1.507
S 0.185 -2.036 1.480
S -4.802 -0.433 0.823
S -1.542 4.418 -1.518
O 1.218 -1.801 -0.705
O -3.640 -0.906 -2.269
O 1.424 0.627 0.062
O -1.685 -1.296 -4.116
O -1.244 -1.862 -1.528
O 1.577 -2.095 0.701
O -2.856 -3.421 -2.849
N -0.971 1.982 -1.068
N -2.417 -0.160 0.016
C -3.242 -1.065 0.465
C 0.916 3.304 -2.072
C 3.677 0.836 -2.855
C 0.942 -1.019 3.860
C 0.233 -0.601 2.581
C 2.531 0.550 -2.129
C -3.023 1.068 -0.096
C 0.518 -2.457 4.135
C -2.753 3.437 -0.833
C -4.313 1.115 0.315
C 0.732 -3.192 2.816
C 2.421 0.849 -0.740
C 4.767 1.424 -2.246
C -2.273 2.178 -0.663
C -0.456 3.084 -1.536
C 4.729 1.737 -0.899
C -3.026 -2.529 0.642
C 3.585 1.447 -0.189
H 1.024 4.339 -2.393
H -0.537 -2.493 4.423
H -0.821 -0.348 2.730
H 0.715 -0.336 4.679
H 0.727 0.207 2.043
H -3.731 -3.056 -0.004
H 3.702 0.598 -3.909
H 2.021 -0.991 3.689
H 1.100 2.652 -2.924
H -3.185 -2.820 1.683
H 1.666 3.096 -1.312
H -4.985 1.955 0.308
H 0.128 -4.091 2.709
H 1.778 -3.444 2.647
H -2.038 -2.809 0.300
H 5.574 2.197 -0.408
H 1.094 -2.917 4.939
H -3.733 3.812 -0.594
```

Calculated values
LUMO level (spin up / spin down)	1.987 / 1.987	eV
total charge	-1
orbital gap (spin up / spin down)	0.249 / 0.244	Eh
total energy	-6413.62386	hartree
2S+1	2
energy above the lowest of the compared OMol25 structures with the same formula, charge and spin	358.8	kJ/mol